## w
The following is a DFT calculation (wB97M-V/def2-TZVPD) of one molecule with the formula C3H7N3O.

The HOMO-LUMO gap comes out at 8.936 eV. The highest occupied orbital energy is -7.86 eV. The LUMO energy is 1.1 eV. As for the multiplicity: 1.

Last column: Mulliken charge in e.
CARTESIAN COORDINATES (ANGSTROEM)
C -0.0440 1.4931 -0.4095  -0.511
N 1.3379 -1.4358 0.1291  -0.959
C -0.4164 0.2195 0.4052  0.008
C 1.3578 0.9503 -0.3914  -0.367
O -1.9433 -1.5248 0.8334  -0.429
N -1.2686 -0.7475 -0.1727  -0.432
N 1.0477 -0.1831 0.1845  0.508
H -2.8739 -1.2843 0.7477  0.333
H -0.4786 -1.4633 -0.6170  0.360
H 2.3344 -1.5768 -0.0457  0.196
H -0.6283 0.3645 1.4653  0.408
H 2.2961 1.2295 -0.8342  0.386
H -0.5107 1.5159 -1.3953  0.253
H -0.2102 2.4428 0.1008  0.247

---

## x
The following is a DFT calculation (wB97M-V/def2-TZVPD) of C3H7N3O as an isolated structure.

The HOMO-LUMO gap (spin up / spin down) comes out at 9.186 / 9.193 eV. The highest occupied orbital energy (spin up / spin down) is -9.00 / -9.00 eV. The LUMO energy (spin up / spin down) is 0.2 / 0.2 eV. As for the multiplicity: 1.

Last column: Mulliken charge in e.
CARTESIAN COORDINATES (ANGSTROEM)
C 0.1154 0.9741 0.6243  -0.272
C 1.3540 1.2603 -0.2318  -1.103
C -0.8529 0.0664 -0.0837  0.426
O -1.4078 0.6547 -1.1861  -0.510
N -1.1157 -1.1049 0.2942  -0.669
N 0.2889 -2.5300 1.0032  0.096
N -0.2394 -3.2768 0.3202  -0.186
H -2.0212 0.0284 -1.5968  0.331
H -1.1108 -2.4708 -0.2336  0.420
H -0.4066 1.9067 0.8519  0.266
H 0.3986 0.4955 1.5600  0.267
H 2.0345 1.9224 0.3045  0.317
H 1.8881 0.3359 -0.4560  0.315
H 1.0747 1.7382 -1.1703  0.301

---

## y
The following is a DFT calculation (wB97M-V/def2-TZVPD) of one molecule with the formula C3H7N3O.

The HOMO-LUMO gap comes out at 9.718 eV. Its SMILES is [H]/N=C\[C@@]1(N)N[C@H]1O. The highest occupied orbital energy is -8.87 eV. The LUMO energy is 0.8 eV. As for the multiplicity: 1.

Last column: Mulliken charge in e.
CARTESIAN COORDINATES (ANGSTROEM)
H 0.8633 -2.3245 0.2384  0.280
N 1.6016 -1.7519 -0.1894  -0.693
C 1.3575 -0.5177 -0.1806  -0.265
C 0.1100 0.1499 0.2938  0.874
N -0.6865 -0.6598 1.2416  -0.622
N 0.1269 1.5765 0.1998  -0.607
C -0.8959 0.6218 -0.7028  -0.400
O -0.7834 0.4858 -2.0410  -0.507
H 2.0512 0.1493 -0.6844  0.493
H -0.1085 -1.1122 1.9419  0.219
H -1.4041 -0.1191 1.7143  0.233
H -0.4385 2.0546 0.8973  0.288
H -1.9331 0.7736 -0.4234  0.345
H 0.1393 0.6738 -2.3054  0.361

---

## z
The following is a DFT calculation (wB97M-V/def2-TZVPD) of C3H7N3O as an isolated structure.

The HOMO-LUMO gap comes out at 8.203 eV. The highest occupied orbital energy is -8.31 eV. The LUMO energy is -0.1 eV. As for the multiplicity: 1.

Last column: Mulliken charge in e.
CARTESIAN COORDINATES (ANGSTROEM)
N 0.4693 -0.5687 0.3001  -0.078
C 0.4313 0.6771 -0.3508  0.496
N 1.8495 0.9679 -0.4226  -0.571
C -0.9846 0.0458 0.8447  -0.037
C -2.1093 -0.6646 0.8224  -0.593
O 0.7839 -1.6484 -0.4754  -0.395
N -0.3268 1.3125 -1.2008  -0.630
H 0.9646 -2.3527 0.1710  0.387
H 2.3856 0.3159 -0.9793  0.224
H 2.4378 1.4700 0.2207  0.154
H 0.1450 1.5074 -2.0787  0.298
H -0.9235 0.9138 1.4859  0.246
H -2.9360 -0.4402 1.4753  0.240
H -2.1868 -1.5359 0.1876  0.258

---

Which is most stable? The ranking, best first, is y, x, w, z.

---

## w
The following is a DFT calculation (wB97M-V/def2-TZVPD) of one molecule with the formula C3H7N3O.

The HOMO-LUMO gap comes out at 8.980 eV. Its SMILES is NON1CC=CN1. The highest occupied orbital energy is -7.98 eV. The LUMO energy is 1.0 eV. As for the multiplicity: 1.

Last column: Mulliken charge in e.
CARTESIAN COORDINATES (ANGSTROEM)
N 2.7264 -0.2154 0.0926  -0.405
O 1.5433 0.3581 0.5970  -0.221
N 0.5202 0.1076 -0.4298  -0.264
C -0.7447 1.2781 -0.0978  -0.235
C -1.8331 0.3764 0.3579  -0.477
C -1.4797 -0.8758 0.2234  -0.300
N -0.2178 -1.0706 -0.1219  -0.169
H 2.7063 -1.2118 -0.1270  0.249
H 2.8098 0.3849 -0.6999  0.289
H -0.8348 1.8794 -1.0158  0.268
H -0.3437 1.8230 0.7939  0.220
H -2.7571 0.8087 0.7177  0.351
H -2.0806 -1.7276 0.3694  0.431
H -0.0147 -1.9150 -0.6596  0.263

---

## x
The following is a DFT calculation (wB97M-V/def2-TZVPD) of one molecule with the formula C3H7N3O.

The HOMO-LUMO gap (spin up / spin down) comes out at 7.580 / 7.977 eV. The highest occupied orbital energy (spin up / spin down) is -8.12 / -7.93 eV. The LUMO energy (spin up / spin down) is -0.5 / 0.0 eV. As for the multiplicity: 1.

Last column: Mulliken charge in e.
CARTESIAN COORDINATES (ANGSTROEM)
C 1.4226 -0.9898 -0.1351  -1.302
C 0.6259 0.2191 0.2955  1.184
N -0.9062 -1.1179 1.3938  -0.326
C -1.0752 1.8619 -1.1052  -0.266
O 1.1574 1.4237 0.0583  -0.622
N -0.3551 0.8253 -1.0989  -0.391
N -0.4939 0.1092 1.0221  -0.336
H -1.8444 -1.1234 1.7715  0.258
H -0.6565 -1.9330 0.8485  0.184
H 0.8216 -1.7596 -0.6256  0.397
H 1.8962 -1.4378 0.7427  0.376
H 2.1807 -0.6622 -0.8427  0.304
H -1.1186 2.5937 -0.3078  0.265
H -1.6545 1.9908 -2.0172  0.274

---

Which is most stable? The ranking, best first, is w, x.

---

## w
The following is a DFT calculation (wB97M-V/def2-TZVPD) of a 27-piece molecular cluster, C9H70NO27 overall.

As for the charge: -1. The HOMO-LUMO gap comes out at 7.533 eV. The highest occupied orbital energy is -5.50 eV. The LUMO energy is 2.0 eV. As for the multiplicity: 1.

Last column: Mulliken charge in e.
CARTESIAN COORDINATES (ANGSTROEM)
C -1.1848 -0.7686 -1.0008  -0.781
C -0.8261 -0.1129 0.3351  1.832
C -0.4759 -1.2370 1.3916  -1.018
C 0.9144 -1.9055 1.1151  0.417
C 1.9741 -0.8118 1.0184  0.400
C 1.6666 0.2742 -0.0203  1.955
N 0.3682 0.8523 0.3011  0.386
O 0.0978 1.9621 -0.5256  1.095
C 1.8491 -0.2730 -1.4711  -1.032
C 2.7129 1.4156 0.1000  -0.746
C -2.0275 0.6814 0.8028  -1.030
H -2.2386 -1.0152 -0.9079  0.343
H -0.5141 -1.5921 -1.1603  -0.418
H -1.1877 0.0091 -1.7512  0.117
H -1.2353 -1.9996 1.4364  0.486
H -0.4732 -0.7838 2.4336  -0.431
H 0.8929 -2.5012 0.1774  -0.692
H 1.2074 -2.5840 1.9516  0.631
H 2.9336 -1.2778 0.7202  -1.023
H 2.0990 -0.4278 2.0343  -0.070
H 2.8960 -0.4176 -1.7337  0.620
H 1.3458 -1.2383 -1.6303  -0.398
H 1.4837 0.4638 -2.1919  0.031
H 3.7048 1.0286 0.0645  0.041
H 2.7167 1.9519 1.0357  -0.043
H 2.5945 2.2194 -0.6414  -0.091
H -2.7669 -0.0459 1.1544  0.202
H -2.5276 1.1606 -0.0092  0.182
H -1.8577 1.3583 1.6610  -0.024
O 3.8889 -3.3445 2.8832  -0.654
H 4.8340 -3.4658 2.9057  0.321
H 3.5796 -2.4126 2.9007  0.261
O -1.9898 -4.5512 -1.9889  -0.628
H -2.3782 -4.4046 -2.8828  0.300
H -2.6005 -4.0176 -1.4324  0.289
O 3.4967 1.9038 3.7074  -0.738
H 2.5517 1.9591 3.4435  0.338
H 3.9004 2.6707 3.2302  0.314
O 2.7061 4.6588 1.9802  -0.629
H 1.9990 4.4086 1.4220  0.289
H 3.3654 5.0633 1.4054  0.305
O -1.3279 -3.0003 3.7984  -0.725
H -1.5639 -3.7510 3.2302  0.308
H -0.4009 -2.8208 3.7068  0.341
O -3.2484 4.4300 1.4292  -0.583
H -2.2983 4.5448 1.6029  0.287
H -3.5189 3.8342 2.1140  0.273
O -5.5852 1.6529 -0.2177  -0.663
H -5.5914 0.8845 -0.8044  0.335
H -5.1460 2.3698 -0.7624  0.386
O 1.1050 -1.5572 4.1655  -0.522
H 0.6206 -0.8124 4.6314  0.293
H 1.8892 -1.7133 4.6287  0.242
O -1.8836 2.7763 -2.1860  -0.938
H -1.1871 3.3043 -2.6269  0.398
H -1.3509 2.3832 -1.4640  0.403
O -4.2169 -3.0902 -0.0542  -0.634
H -5.0742 -2.7351 -0.2904  0.302
H -3.8892 -2.3539 0.4217  0.285
O 2.2403 -2.6428 -4.1473  -0.621
H 1.6483 -3.3798 -4.3263  0.330
H 2.3213 -2.6631 -3.1904  0.248
O 5.2505 -1.3758 0.1710  -0.793
H 5.0579 -0.4755 -0.0557  0.299
H 5.0529 -1.4468 1.1372  0.355
O -0.4417 0.8048 5.0129  -0.748
H -0.2378 1.3060 4.2098  0.351
H -1.4074 0.6015 4.9483  0.313
O -0.3227 4.1360 0.7994  -0.819
H -0.0883 4.8661 0.2348  0.220
H -0.2775 3.2770 0.2558  0.339
O -2.7951 0.7340 -3.8005  -0.678
H -1.8643 0.8845 -4.0056  0.296
H -2.9980 1.4639 -3.1999  0.320
O -5.3869 -0.8608 -1.9623  -0.618
H -4.6407 -0.9942 -2.5726  0.328
H -6.0699 -0.5998 -2.5661  0.239
O 2.0492 -0.1478 -6.0951  -0.654
H 2.8524 -0.2005 -6.6238  0.279
H 2.0352 -1.0443 -5.6773  0.348
O -0.0213 1.2783 -4.4910  -0.623
H 0.5899 0.8707 -5.0859  0.257
H 0.4202 1.9634 -3.9781  0.301
O -4.1627 3.9104 -1.6163  -0.786
H -3.2580 3.5949 -1.6666  0.510
H -4.1245 4.4219 -0.8009  0.285
O 0.8197 2.1303 2.7121  -0.666
H 0.5927 1.6642 1.7910  0.136
H 0.5992 3.0657 2.5708  0.165
O -3.6108 -1.8873 -3.7237  -0.640
H -3.1756 -0.9829 -3.7033  0.467
H -4.1098 -1.8578 -4.5474  0.288
O 0.9988 3.1232 -2.4861  -0.963
H 1.9753 3.1218 -2.4619  0.311
H 0.7096 2.5590 -1.6512  0.023
O 3.7570 -3.6998 -0.4279  -0.645
H 4.3668 -2.9471 -0.5458  0.353
H 3.6575 -3.6594 0.5309  0.334
O 4.6979 -0.5359 3.1781  -0.562
H 5.1278 -0.5474 4.0740  0.292
H 4.2597 0.3334 3.2331  0.372
O 0.9470 -4.0797 -1.8335  -0.552
H 0.0482 -4.4858 -1.9290  0.294
H 1.2895 -4.4266 -0.9882  0.228
O -2.9056 -0.5957 4.2055  -0.639
H -3.6719 -0.3311 3.6973  0.299
H -2.6211 -1.4424 3.8114  0.326

---

## x
The following is a DFT calculation (wB97M-V/def2-TZVPD) of a 27-piece molecular cluster, C9H70NO27 overall.

As for the charge: -1. The HOMO-LUMO gap comes out at 4.912 eV. The highest occupied orbital energy is -4.01 eV. The LUMO energy is 0.9 eV. As for the multiplicity: 1.

Last column: Mulliken charge in e.
CARTESIAN COORDINATES (ANGSTROEM)
C 16.3504 -1.2749 -0.7509  -1.052
C 15.8650 -0.1566 0.1658  2.304
C 17.0893 0.6132 0.6171  -0.601
C 16.8362 2.0059 1.2374  -0.792
C 16.0266 2.8793 0.2389  0.429
C 14.6828 2.2029 -0.0886  0.991
N 14.8304 0.7737 -0.4478  2.757
O 13.7083 0.0242 -1.0202  -0.654
C 14.1892 3.0122 -1.3007  -1.554
C 13.6920 2.3084 1.0954  0.469
C 15.2911 -0.7686 1.4393  -0.936
H 15.4838 -1.8575 -1.0672  0.181
H 17.0043 -2.0145 -0.2886  -0.656
H 16.7935 -0.9646 -1.6978  0.571
H 17.7925 0.7281 -0.2092  -0.219
H 17.6612 0.1365 1.4138  -0.326
H 17.7199 2.5635 1.5528  0.207
H 16.3604 1.8489 2.2068  0.316
H 16.6964 2.9805 -0.6167  0.648
H 15.9458 3.9015 0.6090  -1.175
H 14.8744 2.9611 -2.1477  -0.046
H 14.0842 4.0811 -1.1051  0.322
H 13.1855 2.7686 -1.6512  0.069
H 13.2088 3.2810 1.1833  -1.417
H 14.1824 1.9975 2.0182  0.293
H 12.8741 1.5940 0.9959  0.376
H 15.3231 -0.1092 2.3075  0.039
H 15.8319 -1.6680 1.7395  0.331
H 14.2508 -1.0886 1.3826  -0.495
O 13.1869 4.1459 4.2368  -0.583
H 14.0561 4.1894 3.8289  0.421
H 13.3627 3.9432 5.1565  0.257
O 9.8633 0.3111 1.6019  -0.654
H 9.2914 -0.4451 1.4613  0.312
H 10.1661 0.5534 0.7207  0.408
O 14.3091 -0.8770 -3.6338  -0.746
H 14.1561 -0.7569 -2.6900  0.195
H 14.3663 0.0130 -3.9827  0.266
O 15.2609 6.1430 1.5519  -0.587
H 15.7855 6.7641 2.0607  0.253
H 15.7615 6.0072 0.7451  0.247
O 19.9224 -0.1900 3.3789  -0.752
H 20.4716 -0.0502 2.6046  0.368
H 19.1138 -0.5723 3.0325  0.281
O 11.8826 -0.0474 3.5736  -0.660
H 12.5095 0.5893 3.2272  0.285
H 11.0676 0.1329 3.0974  0.364
O 12.3967 5.6623 1.4904  -0.640
H 13.3048 5.7341 1.7934  0.307
H 12.1325 4.7738 1.7339  0.319
O 11.6709 0.7070 -3.9731  -0.646
H 12.2930 0.2068 -3.4401  0.323
H 12.2111 1.3500 -4.4342  0.292
O 17.0796 -4.5920 -1.3721  -0.555
H 17.4714 -5.4583 -1.4938  0.216
H 17.6266 -4.1716 -0.7020  0.287
O 18.6384 -3.7924 0.7841  -0.699
H 17.9861 -3.9638 1.4666  0.296
H 19.4293 -4.2423 1.0876  0.282
O 19.7292 1.4937 -2.6303  -0.695
H 19.7597 1.8924 -1.7574  0.336
H 18.7935 1.3587 -2.8004  0.409
O 10.5538 4.0281 -0.9455  -0.695
H 11.4241 4.4200 -0.8465  0.319
H 10.1912 4.0210 -0.0579  0.323
O 10.9511 1.1509 -0.7954  -0.762
H 10.8888 2.0936 -0.9703  0.444
H 11.8913 0.9556 -0.8514  0.048
O 16.9400 1.2912 -3.0063  -0.616
H 16.3397 1.4750 -2.2789  0.243
H 16.3714 1.2082 -3.7730  0.171
O 14.4894 6.8164 -2.2227  -0.609
H 14.9633 6.1235 -2.6912  0.382
H 15.0460 7.5911 -2.3112  0.288
O 20.1489 3.1228 -0.4176  -0.606
H 19.7699 3.7661 0.1816  0.220
H 21.0473 3.0038 -0.1051  0.278
O 15.8447 4.1317 3.3841  -0.809
H 15.6882 4.6933 2.6183  0.423
H 16.3482 3.3893 3.0433  0.334
O 15.7600 5.3388 -4.0662  -0.682
H 16.7002 5.2316 -4.2204  0.321
H 15.3878 4.4718 -4.2370  0.280
O 15.1515 -0.2142 5.1401  -0.600
H 14.8210 0.6214 5.4738  0.293
H 16.0967 -0.0808 5.0516  0.289
O 12.1515 -1.8878 0.3500  -0.810
H 12.9880 -1.5643 0.0037  0.006
H 11.6951 -1.0992 0.6485  0.513
O 16.1828 -3.6309 -3.8811  -0.691
H 16.3480 -4.0563 -3.0361  0.361
H 15.7721 -2.7937 -3.6549  0.336
O 19.6850 -1.2205 0.4383  -0.568
H 19.3222 -1.2311 -0.4493  0.244
H 19.5441 -2.1122 0.7645  0.356
O 14.2467 -4.3640 -0.8250  -0.629
H 14.2121 -4.2291 0.1241  0.279
H 15.1772 -4.4980 -1.0218  0.426
O 20.1214 4.3101 2.4100  -0.640
H 20.5211 5.0121 2.9266  0.272
H 19.3764 4.7275 1.9742  0.280
O 12.6369 -4.0255 1.8513  -0.675
H 12.4213 -3.1710 1.4594  0.390
H 13.1931 -3.8121 2.6021  0.288
O 19.4380 2.1823 4.1416  -0.694
H 19.7011 2.8702 3.5264  0.370
H 19.5249 1.3614 3.6417  0.419

---

Which is most stable? The ranking, best first, is w, x.

---

## w
The following is a DFT calculation (wB97M-V/def2-TZVPD) of an isolated ion of composition C4H8N3 and charge +1.

As for the charge: +1. The HOMO-LUMO gap comes out at 9.033 eV. The highest occupied orbital energy is -14.47 eV. The LUMO energy is -5.4 eV. As for the multiplicity: 1.

Last column: Mulliken charge in e.
CARTESIAN COORDINATES (ANGSTROEM)
C 0.1270 0.8197 -0.1704  -0.706
C -1.4046 0.7190 0.1800  -0.250
C 0.9242 -0.4663 0.1081  0.666
C -2.1271 -0.4829 0.0783  -0.389
N 0.4548 -1.6859 0.0293  -0.715
N 2.2415 -0.2997 0.1470  -0.401
N -1.0590 -1.6106 -0.0309  0.021
H 0.2885 0.7376 -1.3101  0.334
H 0.4284 1.8226 0.0861  0.384
H -1.3458 0.7093 1.2257  0.345
H -2.0881 1.4270 -0.2639  0.409
H 2.7029 -1.1861 -0.0311  0.277
H 2.6437 0.5304 -0.2047  0.243
H -1.4665 -2.3367 0.4844  0.380
H -1.1858 -1.9027 -1.0524  0.401

---

## x
The following is a DFT calculation (wB97M-V/def2-TZVPD) of an isolated ion of composition C4H8N3 and charge +1.

As for the charge: +1. The HOMO-LUMO gap comes out at 11.532 eV. Its SMILES is CC[n+]1cnc[nH]1. The highest occupied orbital energy is -15.94 eV. The LUMO energy is -4.4 eV. As for the multiplicity: 1.

Last column: Mulliken charge in e.
CARTESIAN COORDINATES (ANGSTROEM)
C 0.0893 1.3531 -1.4162  -1.171
C -0.3250 -0.0324 -1.2180  -0.266
N 0.0420 -0.6093 0.0292  0.144
C 1.1618 -0.9832 0.4798  -0.010
N 1.1408 -1.1860 1.7844  -0.431
C -0.1475 -1.0079 2.1698  0.035
N -0.8535 -0.5178 1.1858  -0.035
H 0.2844 1.8896 -0.4828  0.366
H -0.6408 2.0829 -1.6539  0.388
H 0.8800 1.6030 -2.0863  0.362
H -0.1404 -0.6078 -2.0883  0.391
H -1.4389 0.0127 -1.1405  0.242
H 2.0948 -0.8257 0.0888  0.456
H -0.3746 -0.9099 3.2281  0.371
H -1.7724 -0.2612 1.1200  0.159

---

Which is most stable? The ranking, best first, is x, w.